Computed, not measured: a single C30H31N3O4 molecule, with the ωB97M-V functional and the def2-TZVPD basis.

Structure (XYZ):
```
68
Properties=species:S:1:pos:R:3:forces:R:3
H -1.70015 0.16050 5.68962 0.04 -0.08 0.06
H -0.24887 0.52974 0.12054 0.01 -0.01 -0.13
O -1.02242 -2.02561 0.09839 0.17 0.17 0.20
C 0.20094 -2.24800 0.67252 0.16 -0.06 0.10
N -0.75285 -0.18594 3.33888 0.43 -0.57 -0.07
C -2.04273 0.90894 4.99234 -0.14 0.14 0.12
C 4.70687 -3.70735 2.40483 0.12 -0.13 -0.04
H 2.02197 -0.94607 3.21643 0.03 0.11 0.13
C -0.33388 -0.28486 2.10479 -0.26 0.28 0.15
O 3.79432 -2.68879 2.72868 -0.21 0.22 0.06
H 2.94270 -2.28322 -4.68188 0.08 -0.08 -0.05
C 2.63597 -2.60275 2.01252 -0.10 -0.01 -0.09
O 0.50808 -0.92089 -2.79164 -0.08 0.48 0.23
C 1.06116 0.12705 -2.08755 -0.08 0.02 -0.03
N -2.26995 2.36414 -0.82222 -0.12 0.05 -0.17
H 0.67501 -2.65630 -3.74034 0.12 0.02 0.12
H -2.57249 0.34020 -3.24180 0.01 -0.06 0.06
H -3.31664 3.46112 -2.25071 0.06 0.02 0.03
C 2.77366 1.11724 -0.70925 0.03 0.05 0.02
H 5.08515 -3.60151 1.38221 -0.03 -0.01 0.02
C 1.07159 -3.25902 0.30371 -0.37 0.12 -0.19
H 1.85346 -0.95500 -5.11324 -0.02 0.03 -0.10
H 5.53352 -3.59651 3.10485 -0.03 -0.05 -0.07
H -1.47409 -0.45498 -2.10604 -0.10 0.00 -0.03
C 2.24530 0.02343 -1.37566 -0.10 -0.18 -0.02
H -3.80701 1.14718 -1.47117 0.06 -0.05 0.07
C -1.43562 2.70947 -3.09253 -0.02 0.01 -0.11
C -2.01853 1.79982 2.71857 0.17 -0.32 0.12
C -1.52447 1.68292 1.39325 0.50 -0.40 0.18
H 3.69407 1.01006 -0.15660 0.09 -0.01 0.05
H 2.77246 -0.91683 -1.33301 0.02 -0.13 -0.02
H 3.05407 -0.72996 -3.83967 0.10 0.03 -0.03
H -0.62893 3.38555 -3.37500 -0.07 0.00 -0.01
H -2.07480 2.56472 -3.97080 0.07 0.07 0.03
C 2.37146 -1.44492 -4.29249 -0.28 0.03 0.28
C 2.28558 -3.43054 0.95693 0.34 0.00 0.23
H -3.99629 3.65110 4.75522 -0.05 0.07 -0.01
N -0.87806 1.41704 -2.76801 0.08 -0.01 -0.29
C 1.35852 -1.94362 -3.26766 0.36 -0.28 -0.25
C -2.75151 1.05402 -1.18149 -0.19 -0.29 -0.03
C -2.89482 1.90942 5.36822 0.14 -0.21 0.11
C -2.28198 3.29580 -1.92897 0.08 0.30 0.04
H 2.53093 3.19823 -0.27212 0.03 0.08 0.06
C -3.32480 2.86720 4.43686 -0.06 0.13 -0.26
C -1.58452 0.82478 3.66122 -0.35 0.60 -0.24
C 0.56059 -1.39668 1.73267 0.12 -0.31 -0.16
C 0.34493 1.34633 -2.08723 0.21 -0.15 -0.13
C 0.92054 2.44046 -1.44605 -0.06 -0.11 -0.07
C -1.51430 -2.98240 -0.80779 -0.06 -0.13 -0.14
H 4.26268 -4.70106 2.52610 0.01 0.04 -0.02
C -1.92175 0.49633 -2.37517 -0.14 -0.14 0.09
H -3.21805 3.55676 2.42166 -0.02 0.09 -0.03
O -1.45073 3.90784 0.59393 0.10 0.12 0.25
H -1.87560 4.24019 -1.56382 -0.11 -0.10 -0.10
H 1.86669 -2.45261 -2.43799 -0.12 0.02 -0.06
H -1.51989 -3.98495 -0.36826 0.00 0.04 0.00
H 0.41463 3.39168 -1.44027 -0.15 0.10 0.01
H 2.93640 -4.22569 0.62798 0.08 -0.06 0.02
H -2.68970 0.38838 -0.32185 -0.07 0.05 -0.11
H 0.82401 -3.93447 -0.50069 -0.06 -0.04 -0.06
C -1.75869 2.74878 0.37087 -0.08 0.10 -0.09
C 2.12292 2.33219 -0.76969 0.09 0.03 0.06
H -3.24428 1.97103 6.38873 0.00 -0.02 0.08
C 1.75543 -1.58990 2.39446 0.02 -0.14 -0.13
H -0.93584 -2.99312 -1.73691 0.01 0.00 0.02
C -0.68363 0.64112 1.09881 -0.33 0.45 0.22
C -2.89967 2.81439 3.13775 -0.14 0.16 0.14
H -2.53807 -2.68160 -1.02792 0.05 -0.06 -0.03
```
Forces are in eV/Å.

Its charge is 0. For the strongest force on any atom, the calculation gives 0.734 eV/A. Its SMILES is CCOc1ccccc1N1CCN(C(=O)c2cc(-c3cc(OC)ccc3OC)nc3ccccc23)CC1. As for the calculated total energy: -44273.2767 eV. The value obtained for the HOMO-LUMO gap is 8.039 eV.

Computed, not measured: a molecular structure, C30H31N5O2PRuS, with the ωB97M-V functional and the def2-TZVPD basis.

Structure (XYZ):
```
71
Properties=species:S:1:pos:R:3:forces:R:3
H 0.32032 1.69238 -2.13768 -0.22 0.09 -0.19
H -1.30969 -1.13980 -2.34216 0.09 -0.01 -0.02
C 2.35854 2.64716 0.88372 -0.03 0.00 -0.02
H 2.35032 -1.21159 4.23448 0.04 0.00 0.01
H -5.11765 0.93143 3.87108 0.03 0.01 0.01
C -2.83858 2.28832 -1.53181 0.32 0.19 -0.04
C -0.69131 2.01361 -2.34945 -0.11 0.18 -0.07
N -3.20774 1.59072 0.67167 -0.41 0.72 0.18
C -3.70426 2.16236 -0.36646 0.21 -0.18 0.32
H 2.74651 -3.96672 -2.32040 0.02 -0.01 0.00
C -3.26502 2.85394 -2.72793 0.12 -0.08 0.23
H 0.49768 4.40349 3.08511 0.00 0.00 0.03
C -2.25618 -2.61995 0.38080 -0.09 0.02 0.03
C 1.77551 -1.89830 3.62819 0.00 -0.01 0.02
C -1.04435 2.55880 -3.57343 -0.11 0.10 0.00
N -4.15569 0.63293 3.89094 -0.05 0.00 -0.15
C 0.77713 3.64004 2.36993 0.07 0.03 -0.03
H -4.28659 3.18726 -2.83838 -0.04 -0.02 0.03
H -2.66485 3.40417 -4.70591 0.02 -0.01 -0.01
C -0.41175 -1.75196 -2.34365 -0.09 0.03 0.00
H 0.95933 -5.17511 3.40868 0.02 -0.02 -0.01
C 0.14841 1.66342 1.07910 0.03 -0.08 -0.24
C 0.26325 -2.27475 1.79288 0.01 -0.24 -0.15
C 1.25851 -2.99054 -1.13101 0.01 0.05 -0.01
C 1.83540 0.57992 -0.46453 -0.10 -0.43 -0.02
C -0.13920 2.66042 2.01514 -0.28 -0.02 0.07
N -1.56277 1.87511 -1.35914 -0.22 -0.92 -0.14
H -0.30240 2.65256 -4.35226 0.01 0.01 -0.04
H 5.09491 0.08138 -1.14958 0.02 -0.01 -0.02
H -3.92588 -0.13362 4.49881 0.04 0.03 -0.01
S -1.91099 -0.03288 2.66335 -0.12 -0.29 -0.33
C -3.46413 0.74878 2.72708 0.01 0.23 -0.10
C 1.02686 -1.40805 2.56846 -0.04 0.09 -0.01
H 1.04274 0.46504 -1.21655 0.18 -0.12 0.25
H -2.60970 -2.78304 1.40281 0.05 0.07 -0.08
H 2.76108 4.40270 2.05050 0.02 0.01 0.02
C 1.85852 -3.34894 -2.32925 0.05 0.02 -0.06
C 0.98938 -4.12116 3.16624 -0.03 -0.01 0.02
H 2.34855 -3.63223 4.75044 0.01 -0.01 0.03
C 3.30830 1.71836 -2.08855 0.04 0.12 0.02
H 3.34182 2.64182 0.43772 0.07 -0.01 -0.01
C 0.12408 -2.18647 -1.13172 0.03 -0.25 0.19
O -2.97930 -0.60544 -0.68768 0.33 0.43 0.07
H -0.23402 -1.77762 -4.47389 0.00 -0.01 -0.02
P -0.71781 -1.65699 0.39696 0.62 0.42 -0.30
C -2.35434 2.97592 -3.76199 0.14 -0.01 -0.10
H -1.12074 2.68377 2.48069 0.08 0.03 -0.03
C -3.31910 -1.81319 -0.39457 -0.03 -0.41 0.16
H -0.36632 -4.31824 1.52585 0.00 0.01 -0.01
C 0.18918 -2.11647 -3.53716 -0.01 0.03 -0.02
N -3.99460 1.48068 1.78308 -0.21 0.01 -0.05
N 3.09758 0.63635 -1.15962 -0.03 0.02 -0.01
H 2.34802 2.13366 -2.39422 0.01 0.00 -0.04
H 3.82177 1.36505 -2.98790 0.04 -0.02 0.01
H 1.80114 -3.18439 -4.46539 0.01 -0.02 -0.03
H -4.71943 2.53964 -0.37230 -0.04 -0.02 0.06
H 1.00447 -0.34066 2.37516 0.04 -0.03 -0.08
H 4.60289 0.84922 0.36298 0.00 0.08 0.03
H 1.68794 -3.32768 -0.19635 0.00 -0.01 0.03
C 0.23895 -3.63421 2.10872 0.06 0.00 -0.04
H 1.82987 -0.38189 0.06410 -0.02 0.08 0.05
C 4.26625 0.18757 -0.44676 0.05 -0.11 -0.04
O -4.37133 -2.34594 -0.68155 -0.06 -0.02 -0.07
Ru -1.45736 0.51920 0.43156 -0.47 0.14 0.71
H -2.11454 -3.58856 -0.09889 -0.04 0.00 0.02
C 1.32848 -2.90990 -3.53237 0.00 -0.01 0.02
H 4.07821 -0.79811 -0.01414 -0.03 0.02 0.02
C 1.76480 -3.25313 3.92260 0.00 0.03 0.01
C 1.43986 1.66672 0.51835 0.02 0.06 -0.01
C 2.03665 3.64028 1.79638 -0.03 -0.01 0.01
H 3.89439 2.55333 -1.67896 0.00 0.01 0.01
```
Forces are in eV/Å.

Its charge is 0. For the strongest force on any atom, the calculation gives 0.953 eV/A. As for the calculated total energy: -65865.2951 eV. As for the spin multiplicity: 2. The value obtained for the HOMO-LUMO gap (alpha / beta) is 7.200 / 6.421 eV.

Computed, not measured: a molecular structure, C30H31N8OPdS, with the ωB97M-V functional and the def2-TZVPD basis.

Structure (XYZ):
```
72
Properties=species:S:1:pos:R:3:forces:R:3
N 0.35125 2.22972 -0.30009 -0.10 -0.05 -0.01
H -0.18188 2.83107 -4.08226 0.00 0.02 0.05
H -4.20595 -1.23530 -1.09730 -0.02 0.00 -0.03
C 3.54532 -0.14357 -0.23034 0.08 -0.05 0.14
C -1.14688 3.75757 5.41928 0.02 0.00 -0.01
H -0.42631 0.94992 -8.29314 0.00 0.00 0.00
H 0.34373 -5.22336 1.18312 0.00 -0.08 0.01
N 0.02336 -4.36123 0.77304 -0.09 0.13 -0.06
C 1.81157 -0.01230 2.81001 0.16 0.04 -0.22
H -1.33694 -0.46277 3.10553 0.04 0.04 0.03
N -0.14548 1.84729 -3.85521 -0.01 -0.30 0.04
H -2.73244 0.50515 1.85002 0.04 0.09 0.13
C -0.03878 1.49622 -2.55760 0.04 0.46 0.27
H -1.50340 4.51286 3.44373 -0.01 0.00 0.00
H -0.74564 2.72381 7.25460 -0.01 0.01 0.00
H -0.21144 -1.48135 -7.91455 0.00 0.00 0.00
C 0.22982 4.50751 0.39596 0.04 -0.09 0.10
C -0.06109 -1.30785 -5.79850 0.01 0.10 0.09
H 0.03539 -2.37344 -5.63336 0.00 0.00 0.03
H 0.80562 2.81864 1.61373 0.09 0.05 -0.06
C -0.81614 2.64630 6.17826 -0.02 -0.02 -0.01
C 4.25465 -0.00842 1.90649 0.03 -0.01 0.02
H -5.32727 -0.68924 2.15217 -0.05 0.01 0.00
C -1.00070 2.42809 3.42172 -0.07 -0.13 0.05
C -4.60235 -0.25400 -0.83799 -0.04 -0.03 0.13
H 2.10405 -0.03347 3.85881 -0.02 0.00 0.01
C -0.66851 1.30403 4.17799 -0.02 0.08 0.11
C -1.06160 -2.89569 -0.41459 -0.09 0.03 0.12
N 0.10157 0.26399 -2.14313 -0.08 0.17 0.00
H 0.36171 5.22546 1.19352 0.00 0.02 -0.02
N 2.43691 -0.12564 0.47283 -0.12 0.09 -0.28
N -0.17156 -2.21882 0.39566 0.12 0.27 -0.15
H -5.68528 -0.27791 -0.89978 0.00 -0.01 -0.04
C 4.72635 -0.07344 0.63455 -0.18 0.00 -0.01
H -0.32626 0.56018 6.16227 0.00 0.00 0.01
H -4.21445 0.48536 -1.53656 0.00 -0.01 -0.01
C -0.94926 -4.22997 -0.18697 0.05 -0.13 0.09
H -1.34034 4.70577 5.90187 0.01 0.00 0.00
C -0.31986 0.57689 -7.28335 0.00 0.01 -0.01
N -4.22013 0.10164 0.52869 0.11 0.03 -0.03
H 4.81804 0.05207 2.82402 0.00 0.00 -0.01
H 1.22804 -2.96276 1.83519 0.02 0.03 -0.04
C 2.82898 -0.03482 1.79534 -0.07 -0.01 0.19
H -1.07914 2.35595 2.34457 -0.18 -0.11 0.01
C -0.42767 -0.04340 3.54067 -0.03 -0.07 -0.28
H -0.69186 4.22602 -2.82602 0.01 -0.05 -0.02
S 0.14482 -1.03883 -3.13580 0.01 0.00 0.16
O -2.03417 0.11266 -0.03893 0.14 0.10 0.11
H 3.54415 -0.21672 -1.30876 -0.02 0.01 0.00
H -0.44756 5.91900 -1.07488 0.01 0.01 0.03
H -0.08025 -0.75002 4.29590 -0.01 0.01 0.04
C -0.02612 2.61097 -1.53250 0.05 -0.73 -0.35
C -2.94529 0.24884 0.81229 -0.09 -0.05 -0.27
C -0.20838 4.88763 -0.85429 -0.04 -0.14 -0.19
Pd 0.21358 -0.01259 0.23548 -0.05 -0.16 0.06
H 5.74986 -0.07878 0.29643 0.01 0.00 0.01
C 0.46270 -3.13526 1.09660 0.10 -0.03 0.03
C -0.33695 3.91625 -1.85278 0.08 0.23 0.35
C -0.57794 1.42488 5.55999 0.06 0.02 -0.04
H -1.46607 -5.08204 -0.59200 -0.02 0.03 -0.03
C -0.17001 0.97180 -4.93838 0.02 0.06 0.23
C -0.19737 -0.80728 -7.06921 -0.01 0.02 -0.04
H -0.40271 2.53042 -6.40630 0.00 0.02 0.02
C -0.04405 -0.41584 -4.71223 -0.02 0.01 -0.37
H -1.75449 -2.37173 -1.04857 0.02 0.01 -0.05
H -6.19386 0.44413 1.10286 -0.02 0.04 0.05
H -4.99150 1.06335 2.23448 -0.01 -0.05 0.05
C -0.30705 1.46663 -6.22949 0.01 -0.12 -0.07
N 0.57523 0.01227 2.45353 0.00 0.00 0.24
C 0.48944 3.15882 0.63708 0.08 0.16 -0.23
C -5.24160 0.23227 1.57866 0.06 0.00 -0.11
C -1.23549 3.64721 4.03659 -0.02 0.00 0.05
```
Forces are in eV/Å.

Its charge is +3. For the strongest force on any atom, the calculation gives 0.807 eV/A. As for the calculated total energy: -59871.4278 eV. As for the spin multiplicity: 5. The value obtained for the HOMO-LUMO gap (alpha / beta) is 7.099 / 5.166 eV.